# 1
{
  "formula": "C56H54BrClN7O5TeTi",
  "method": "ωB97M-V/def2-TZVPD",
  "species": ["Ti", "O", "C", "C", "C", "C", "C", "C", "C", "O", "N", "N", "C", "C", "Br", "C", "C", "C", "C", "C", "C", "C", "H", "H", "H", "H", "H", "H", "H", "H", "H", "H", "H", "H", "H", "H", "C", "C", "C", "C", "C", "O", "C", "C", "C", "C", "C", "C", "C", "O", "C", "C", "C", "N", "C", "C", "Te", "C", "C", "C", "C", "C", "C", "C", "C", "C", "C", "C", "C", "H", "H", "H", "H", "H", "H", "H", "H", "H", "H", "H", "H", "H", "H", "H", "H", "H", "H", "H", "H", "H", "H", "H", "H", "N", "C", "C", "C", "C", "N", "C", "C", "H", "H", "H", "H", "Cl", "C", "N", "C", "C", "O", "N", "C", "C", "H", "H", "H", "H", "H", "H", "H", "H", "H", "H", "H", "H"],
  "xyz": [[0.0639, -0.5667, -0.3927], [-1.0633, 4.7925, -2.2434], [-0.1782, 5.3080, -1.4485], [0.4567, 6.5282, -1.7706], [1.4429, 7.0613, -0.9761], [1.8499, 6.4123, 0.1819], [1.2369, 5.2246, 0.5379], [0.2355, 4.6737, -0.2435], [-0.4096, 3.3811, 0.1878], [-1.4525, 2.9781, -0.6282], [-0.9370, 3.5146, 1.5502], [-1.0878, 2.3921, 2.2363], [-2.1861, 2.3017, 2.9785], [-2.5463, 1.2683, 3.7356], [-2.2056, -0.2900, 0.5575], [-3.1249, 0.3468, 4.4384], [-3.0062, 0.2295, 5.9123], [-1.8225, -0.1719, 6.5184], [-1.7249, -0.2352, 7.8976], [-2.8043, 0.1150, 8.6918], [-3.9939, 0.5030, 8.0966], [-4.0950, 0.5513, 6.7176], [-1.4726, 3.6839, -1.4081], [0.1297, 7.0293, -2.6728], [1.9095, 7.9949, -1.2673], [2.6326, 6.8326, 0.7977], [1.5384, 4.7190, 1.4490], [0.3218, 2.5468, 0.2671], [-1.7135, 4.1881, 1.5884], [-2.9020, 3.1381, 2.9433], [-3.7632, -0.3825, 3.9458], [-0.9772, -0.4439, 5.9035], [-0.7981, -0.5559, 8.3541], [-2.7177, 0.0878, 9.7701], [-4.8433, 0.7733, 8.7106], [-5.0234, 0.8547, 6.2561], [2.2713, -6.9747, -0.9050], [2.0292, -5.4944, -0.9723], [2.3970, -4.7508, -2.0830], [2.1805, -3.3708, -2.1268], [2.4190, -2.5432, -3.3099], [1.8571, -1.4662, -3.4846], [3.3680, -3.0182, -4.3552], [4.5642, -3.6703, -4.0708], [5.4491, -3.9672, -5.0925], [5.1534, -3.6211, -6.4019], [3.9627, -2.9733, -6.6910], [3.0841, -2.6646, -5.6728], [1.5925, -2.7205, -1.0138], [1.4435, -1.4408, -1.0243], [1.2016, -3.4820, 0.1364], [1.4172, -4.8692, 0.1014], [0.6694, -2.8148, 1.2967], [0.4599, -1.5042, 1.3054], [0.2412, -0.7851, 2.5560], [1.3204, -0.9799, 3.6241], [2.9470, 0.4543, 3.7202], [4.0527, -0.6883, 2.2279], [4.3307, -2.0662, 2.7078], [4.8567, -3.0640, 1.9863], [5.2680, -3.0322, 0.6001], [5.2333, -1.9697, -0.2114], [4.7337, -0.6300, 0.1759], [0.4110, -3.6137, 2.5183], [-0.8591, -3.5898, 3.0933], [-1.0843, -4.2112, 4.3077], [-0.0565, -4.8770, 4.9553], [1.1944, -4.9521, 4.3614], [1.4303, -4.3227, 3.1540], [2.6251, -7.3590, -1.8576], [1.3511, -7.4904, -0.6360], [3.0196, -7.1980, -0.1429], [2.8039, -5.2553, -2.9461], [4.8069, -3.9237, -3.0490], [6.3810, -4.4672, -4.8701], [5.8507, -3.8535, -7.1944], [3.7258, -2.7018, -7.7096], [2.1566, -2.1463, -5.8668], [1.0949, -5.4699, 0.9393], [-0.7186, -1.0837, 2.9978], [0.1483, 0.2782, 2.2936], [1.8053, -1.9460, 3.5130], [0.8504, -0.9465, 4.6052], [4.1067, -2.2648, 3.7494], [5.0009, -4.0179, 2.4816], [5.6598, -3.9684, 0.2198], [5.5652, -2.0804, -1.2357], [4.7981, 0.0667, -0.6597], [-1.6656, -3.0895, 2.5740], [-2.0673, -4.1646, 4.7525], [-0.2308, -5.3435, 5.9137], [1.9948, -5.4911, 4.8475], [2.4144, -4.3428, 2.7061], [7.4605, 2.5320, 2.2225], [6.4671, 2.0352, 1.9032], [5.2917, 1.3957, 1.5239], [5.2885, -0.0913, 1.5205], [3.3386, -0.6923, 0.8488], [2.4629, 0.3975, 0.5934], [2.9168, 1.6153, 0.7441], [4.1857, 2.1208, 1.1386], [6.2516, -0.5055, 1.8283], [2.8372, -1.6350, 0.6668], [2.1805, 2.3887, 0.5595], [4.2785, 3.2001, 1.1610], [-1.0546, -1.9757, -1.8720], [1.3944, 3.4290, -3.4535], [1.2957, 2.0686, -2.9668], [2.5431, 1.4955, -2.5136], [0.1200, 1.5246, -2.5568], [0.0601, 0.8634, -1.4790], [-0.9559, 1.6558, -3.3343], [-0.8722, 2.0313, -4.7251], [-2.2622, 1.2336, -2.8673], [2.0226, 4.0041, -2.7661], [0.4146, 3.9031, -3.4657], [1.8498, 3.4583, -4.4462], [3.2344, 1.4870, -3.3606], [2.3726, 0.4672, -2.1907], [2.9874, 2.0767, -1.6990], [0.1353, 1.8544, -5.0977], [-1.1480, 3.0789, -4.8713], [-1.5681, 1.4035, -5.2834], [-2.3696, 1.4615, -1.8058], [-2.3964, 0.1580, -3.0173], [-3.0157, 1.7940, -3.4183]],
  "e_homo_ev": [-3.117, -4.605],
  "charge": -1,
  "gap_ev": [4.0, 5.5],
  "multiplicity": 3
}

---

# 2
{
  "formula": "C56H54LaN4OP2S",
  "method": "ωB97M-V/def2-TZVPD",
  "species": ["La", "C", "C", "N", "C", "C", "C", "S", "N", "C", "O", "C", "C", "C", "C", "C", "C", "H", "H", "H", "H", "H", "H", "H", "H", "H", "H", "H", "H", "H", "H", "H", "C", "N", "C", "P", "C", "C", "C", "C", "C", "C", "C", "C", "C", "C", "C", "C", "C", "C", "C", "C", "C", "C", "P", "C", "C", "C", "C", "C", "C", "C", "C", "C", "C", "C", "C", "H", "H", "H", "H", "H", "H", "H", "H", "H", "H", "H", "H", "H", "H", "H", "H", "H", "H", "H", "H", "H", "H", "H", "H", "H", "H", "H", "H", "H", "N", "C", "C", "C", "C", "C", "C", "C", "C", "C", "C", "C", "C", "H", "H", "H", "H", "H", "H", "H", "H", "H", "H"],
  "xyz": [[0.2219, 0.4091, 1.1916], [-5.8239, 0.0661, 3.9286], [-4.5158, 0.8297, 3.9922], [-3.3540, -0.0644, 3.8922], [-2.8519, -0.5977, 5.1689], [-1.8089, 0.3035, 5.7996], [-2.8106, -0.3599, 2.7252], [-1.3816, -1.3655, 2.6897], [-3.5087, 0.0510, 1.6356], [-3.0243, 0.4121, 0.4896], [-1.7869, 0.7167, 0.2625], [-3.9347, 0.5342, -0.6776], [-5.2785, 0.1938, -0.5521], [-6.1135, 0.2474, -1.6554], [-5.6098, 0.6432, -2.8875], [-4.2728, 0.9975, -3.0154], [-3.4355, 0.9458, -1.9115], [-6.6633, 0.7593, 3.9851], [-5.9130, -0.6359, 4.7586], [-5.8967, -0.4901, 2.9959], [-4.4067, 1.3503, 4.9456], [-4.4474, 1.5795, 3.2071], [-2.4685, -1.6009, 4.9963], [-3.7288, -0.6924, 5.8107], [-0.9803, 0.4734, 5.1116], [-1.4250, -0.1480, 6.7154], [-2.2217, 1.2786, 6.0541], [-5.6552, -0.1140, 0.4136], [-7.1575, -0.0185, -1.5573], [-6.2634, 0.6804, -3.7492], [-3.8826, 1.3209, -3.9716], [-2.3996, 1.2462, -1.9951], [-0.1015, -1.1453, -2.5121], [1.0928, -0.9930, -3.2950], [2.1221, -0.0811, -2.8524], [1.5992, 1.1481, -1.5919], [3.1192, 2.1019, -1.3616], [3.5170, 2.4250, -0.0683], [4.6541, 3.1935, 0.1508], [5.4006, 3.6373, -0.9277], [5.0094, 3.3280, -2.2254], [3.8717, 2.5712, -2.4408], [0.4287, 2.2453, -2.4361], [0.1442, 2.1840, -3.7994], [-0.8097, 3.0338, -4.3480], [-1.4793, 3.9437, -3.5426], [-1.1985, 4.0104, -2.1840], [-0.2559, 3.1587, -1.6355], [1.4173, -1.9302, -4.2861], [0.5683, -3.0075, -4.5773], [0.9012, -3.9158, -5.5695], [2.0807, -3.7998, -6.2880], [2.9358, -2.7542, -5.9844], [2.6220, -1.8342, -4.9948], [-0.1289, -2.1450, -0.9163], [-1.0525, -3.6322, -1.3715], [-0.5164, -4.9145, -1.3693], [-1.3015, -5.9950, -1.7486], [-2.6180, -5.8005, -2.1377], [-3.1630, -4.5223, -2.1306], [-2.3868, -3.4433, -1.7371], [1.5777, -2.6901, -0.5922], [1.9380, -2.7341, 0.7561], [3.2098, -3.1240, 1.1571], [4.1515, -3.4697, 0.2028], [3.8044, -3.4547, -1.1447], [2.5299, -3.0829, -1.5380], [-0.9072, -1.5469, -3.1301], [-0.4696, -0.1512, -2.2427], [2.5193, 0.4811, -3.7044], [2.9845, -0.6039, -2.4087], [2.9601, 2.0951, 0.8052], [4.9435, 3.4360, 1.1633], [6.2878, 4.2338, -0.7601], [5.5872, 3.6856, -3.0668], [3.5567, 2.3655, -3.4569], [0.6400, 1.4630, -4.4375], [-1.0289, 2.9804, -5.4062], [-2.2224, 4.6018, -3.9731], [-1.7179, 4.7176, -1.5518], [-0.0514, 3.2269, -0.5687], [-0.3426, -3.1719, -4.0209], [0.2242, -4.7365, -5.7697], [2.3322, -4.5157, -7.0576], [3.8712, -2.6448, -6.5179], [3.3334, -1.0503, -4.7850], [0.5136, -5.0759, -1.0791], [-0.8777, -6.9905, -1.7448], [-3.2238, -6.6452, -2.4377], [-4.1936, -4.3651, -2.4196], [-2.8299, -2.4517, -1.7103], [1.1848, -2.5325, 1.5170], [3.4606, -3.1887, 2.2091], [5.1467, -3.7687, 0.5034], [4.5294, -3.7495, -1.8919], [2.2738, -3.1104, -2.5891], [1.8280, -0.2184, 3.3437], [2.7955, 0.8244, 3.5452], [4.1407, 0.5039, 3.3955], [5.1204, 1.4658, 3.5779], [4.7521, 2.7585, 3.9199], [3.4097, 3.0716, 4.0534], [2.4006, 2.1264, 3.8649], [0.9705, 2.5254, 3.9924], [0.5683, 3.2727, 5.0948], [-0.7400, 3.7334, 5.1858], [-1.6436, 3.4523, 4.1733], [-1.2189, 2.6970, 3.0835], [0.0811, 2.1967, 2.9525], [2.2749, -1.1239, 3.4163], [1.0724, -0.1795, 4.0240], [4.4201, -0.5150, 3.1508], [6.1621, 1.1968, 3.4665], [5.5042, 3.5205, 4.0754], [3.1126, 4.0834, 4.3027], [1.2703, 3.4991, 5.8892], [-1.0431, 4.3141, 6.0482], [-2.6574, 3.8315, 4.2264], [-1.9488, 2.5127, 2.2937]],
  "e_homo_ev": -9.832,
  "charge": 1,
  "gap_ev": 7.6
}